A 12-piece molecular cluster, C34H68F24N4O28S8 overall, computed with the ωB97M-V functional and the def2-TZVPD basis.

Summary:
Charge: -4
Electronic energy (eV): -251554.07782

Geometry as XYZ:
```
166
Properties=species:S:1:pos:R:3:lowdin_charge:R:1
C 3.6072 -2.0444 1.6230 -0.01
N 2.4192 -1.3175 1.1029 -0.36
C 2.3738 -1.5372 -0.3999 0.03
C 1.2735 -1.9006 1.7542 -0.02
C 2.6448 0.1057 1.4746 -0.06
C 1.2883 0.9632 1.5301 -0.19
O 0.7253 0.9313 0.2694 -0.06
H 4.4982 -1.5991 1.1749 0.11
H 3.5938 -3.1215 1.4670 0.12
H 3.7451 -1.8757 2.6692 0.10
H 2.4074 -2.6191 -0.5672 0.11
H 3.2436 -1.0274 -0.8624 0.12
H 1.3282 -1.3723 -0.6857 0.08
H 0.4089 -1.4445 1.2983 0.09
H 1.3189 -1.7647 2.8602 0.14
H 1.1614 -2.9850 1.5853 0.13
H 3.4258 0.5181 0.8376 0.10
H 3.0151 0.0861 2.5109 0.14
H 1.7105 1.8913 1.6379 0.10
H 0.6940 0.6552 2.3864 0.12
H 0.1541 1.7091 0.1822 0.05
C 0.5515 2.2691 -4.2514 0.05
N 1.8457 1.7305 -3.6338 -0.37
C 2.1847 2.6340 -2.5471 0.01
C 1.5820 0.4722 -3.0501 -0.03
C 2.8643 1.6208 -4.6794 -0.11
C 4.3482 1.5090 -4.2905 -0.16
O 4.9704 2.8304 -4.3836 -0.07
H 0.7587 3.2912 -4.7014 0.14
H -0.2758 2.2263 -3.5707 0.05
H 0.3013 1.6098 -5.0987 0.10
H 2.9990 2.2179 -1.9839 0.08
H 1.3411 2.8609 -1.8973 0.10
H 2.5064 3.5616 -3.0074 0.12
H 0.9426 0.6322 -2.1887 0.09
H 2.5225 0.0915 -2.7059 0.09
H 1.1055 -0.2760 -3.8227 0.15
H 2.7501 2.4503 -5.3732 0.14
H 2.5030 0.8093 -5.2368 0.09
H 4.8014 0.7425 -4.9080 0.12
H 4.4167 1.1222 -3.2412 0.11
H 5.1272 3.1257 -3.4984 0.00
C -2.1295 -4.1291 -6.0915 -0.07
C -0.8012 -4.4016 -5.4887 -0.13
N -0.7449 -4.2263 -3.9465 -0.23
C -1.5783 -5.2605 -3.2250 0.03
C 0.6708 -4.5505 -3.4624 -0.12
C 1.7664 -3.5893 -4.0058 -0.03
C -1.2723 -2.8829 -3.5877 -0.09
C -0.6630 -2.1896 -2.3671 -0.18
O -0.9315 -2.7639 -1.0429 -0.22
C -2.0681 -2.1154 -0.2943 -0.02
H -2.8977 -4.7225 -5.6731 0.03
H -2.0626 -4.3437 -7.1774 0.11
H -2.5215 -3.0873 -6.0318 0.10
H -0.1106 -3.6852 -5.9332 0.11
H -0.4992 -5.4554 -5.6118 0.15
H -1.2708 -6.2810 -3.4388 0.12
H -2.6244 -5.2935 -3.4813 0.09
H -1.4924 -5.0199 -2.1768 0.10
H 0.8123 -5.5761 -3.7239 0.10
H 0.7137 -4.4588 -2.4063 0.11
H 2.3422 -4.0272 -4.8659 0.11
H 2.4659 -3.4466 -3.2660 0.04
H 1.4305 -2.6457 -4.3233 0.03
H -2.2791 -3.0579 -3.4466 0.11
H -0.9656 -2.2261 -4.4233 0.12
H -0.9981 -1.1335 -2.4080 0.13
H 0.4310 -2.1598 -2.5066 0.08
H -2.0230 -2.4767 0.7181 0.07
H -3.0545 -2.4842 -0.7661 0.11
H -2.0230 -1.0634 -0.3851 0.06
C -1.5593 4.6175 2.4000 -0.05
C -2.6949 3.6970 2.7208 -0.19
N -3.3562 4.0189 4.0063 -0.25
C -4.5985 3.1856 4.0013 0.00
C -2.3627 3.6456 5.0825 -0.15
C -2.9976 3.4276 6.4764 -0.03
C -3.6890 5.4955 4.1932 -0.08
C -5.0780 6.0941 3.7417 -0.19
O -5.6468 5.9713 2.4495 -0.19
C -4.8020 6.5660 1.4528 -0.08
H -0.8527 4.7913 3.2388 0.11
H -1.9744 5.4410 1.8997 0.04
H -1.0015 4.1165 1.6187 0.06
H -2.4868 2.6348 2.7254 0.13
H -3.4914 3.8631 1.8736 0.15
H -5.2163 3.4544 3.1703 0.09
H -5.2800 3.5182 4.7814 0.10
H -4.3436 2.1156 4.0556 0.11
H -1.6867 4.5367 5.1634 0.11
H -1.9077 2.7484 4.6901 0.10
H -3.8613 2.7443 6.3390 0.08
H -3.1707 4.3670 6.9971 0.07
H -2.2246 2.9627 7.0430 0.08
H -2.8844 6.0376 3.7528 0.11
H -3.6330 5.7265 5.2532 0.09
H -4.8637 7.1474 4.0524 0.13
H -5.8402 5.7137 4.3925 0.11
H -4.7664 7.6873 1.6905 0.11
H -5.2439 6.3449 0.4927 0.09
H -3.7617 6.2048 1.5229 0.06
C -1.3795 9.1512 7.1103 -0.71
F -0.7378 9.2692 8.2729 0.11
F -2.4127 9.9702 7.1832 0.13
F -0.5097 9.5674 6.2003 0.13
S -1.9788 7.4103 6.8980 0.49
O -3.1583 7.5586 6.0292 -0.36
O -0.9439 6.5366 6.2854 -0.34
O -2.2515 7.1222 8.2631 -0.31
C -2.3113 4.9164 -1.6851 -0.62
F -3.5343 5.0526 -2.2409 0.11
F -1.3438 5.3062 -2.5124 0.12
F -2.4008 5.7142 -0.6047 0.10
S -1.8892 3.1200 -1.1258 0.50
O -1.7919 2.3427 -2.3392 -0.32
O -0.5945 3.3592 -0.4474 -0.35
O -2.9583 2.8546 -0.2139 -0.29
C -0.8723 0.0287 -8.5828 -0.67
F -1.8744 -0.8283 -8.9109 0.11
F -0.4164 0.6147 -9.6627 0.14
F -1.3353 0.9956 -7.7556 0.08
S 0.5447 -0.6529 -7.6070 0.47
O 1.1987 -1.6843 -8.4519 -0.35
O 1.3015 0.5840 -7.3861 -0.34
O -0.0606 -1.1344 -6.4145 -0.33
C -2.6157 -1.8896 5.5721 -0.63
F -2.4572 -1.5678 6.8709 0.11
F -2.0377 -3.0749 5.3388 0.11
F -3.9637 -2.0303 5.3477 0.08
S -1.8732 -0.5636 4.4742 0.46
O -2.6915 0.5564 4.7950 -0.32
O -0.5154 -0.4498 4.9948 -0.34
O -1.9974 -1.0892 3.0957 -0.35
C 7.4055 2.3058 -0.0995 -0.65
F 7.7113 1.6093 1.0077 0.13
F 7.8054 3.5566 0.0374 0.13
F 8.0342 1.7192 -1.1845 0.08
S 5.5969 2.3501 -0.4461 0.50
O 5.4308 3.0786 -1.7299 -0.34
O 5.3311 0.9381 -0.5664 -0.34
O 5.0418 3.0398 0.7182 -0.32
C -6.6681 -7.1896 -5.3110 -0.64
F -7.0984 -5.9156 -5.5425 0.08
F -6.6305 -7.2715 -4.0110 0.14
F -7.5387 -8.0393 -5.9212 0.08
S -4.9365 -7.6144 -6.0385 0.44
O -3.9947 -6.7170 -5.3748 -0.36
O -4.7328 -8.9689 -5.6540 -0.33
O -5.0703 -7.4786 -7.4886 -0.36
C 6.8703 -2.9909 10.6583 -0.64
F 8.0587 -2.6032 11.3218 0.03
F 5.8735 -2.1065 10.8439 0.12
F 7.1791 -3.1021 9.3643 0.11
S 6.4639 -4.5860 11.3174 0.41
O 5.8846 -4.0852 12.6081 -0.39
O 5.4090 -5.1457 10.5206 -0.33
O 7.6510 -5.3439 11.4543 -0.32
C 3.5479 -8.5898 -1.0135 -0.67
F 2.8179 -9.5315 -0.4005 0.11
F 3.7705 -7.5454 -0.1903 0.09
F 4.7555 -9.1733 -1.2174 0.09
S 2.7079 -7.9764 -2.4879 0.40
O 1.4296 -7.4800 -2.0074 -0.34
O 3.6101 -6.9507 -2.8683 -0.32
O 2.6162 -9.1621 -3.3062 -0.32
```